(1)
{"formula": "C12H16N2O", "method": "wB97M-V/def2-TZVPD", "smiles": "Cc1c[nH]c2ccccc12.CCC(N)=O", "de_lowest_ev": 2.455, "total_energy_ha": -651.55337, "charge": 0, "gap_ev": 8.84, "lumo_energy_ev": 0.663, "species": ["C", "C", "C", "N", "C", "C", "C", "C", "C", "C", "H", "H", "H", "H", "H", "H", "H", "H", "H", "C", "C", "C", "N", "O", "H", "H", "H", "H", "H", "H", "H"], "positions_angstrom": [[-1.31, 1.83, 2.02], [-0.92, 1.53, 0.57], [0.10, 2.09, -0.19], [0.05, 1.75, -1.56], [-0.82, 0.71, -1.58], [-1.17, -0.13, -2.71], [-2.16, -1.04, -2.49], [-2.64, -1.31, -1.14], [-2.42, -0.47, -0.09], [-1.51, 0.56, -0.36], [-0.94, 2.97, 2.10], [-0.67, 1.24, 2.85], [-2.35, 1.63, 2.05], [0.79, 2.91, 0.00], [0.56, 2.09, -2.35], [-0.68, 0.11, -3.61], [-2.36, -1.68, -3.27], [-3.25, -2.18, -1.18], [-2.79, -0.85, 0.83], [1.48, -1.53, -0.50], [1.77, -1.82, 1.05], [2.47, -0.75, 1.93], [2.62, 0.47, 1.47], [2.83, -0.96, 3.07], [2.26, -1.94, -1.02], [1.67, -0.36, -0.57], [0.54, -1.98, -0.81], [0.77, -2.00, 1.65], [2.41, -2.79, 1.17], [3.22, 1.03, 2.09], [2.42, 0.88, 0.58]], "nbo_charge": [-0.63, -0.05, -0.08, -0.55, 0.16, -0.22, -0.21, -0.22, -0.21, -0.12, 0.22, 0.23, 0.22, 0.20, 0.42, 0.20, 0.20, 0.21, 0.22, -0.60, -0.50, 0.67, -0.82, -0.64, 0.20, 0.19, 0.23, 0.24, 0.23, 0.40, 0.40]}

=====

(2)
{"formula": "CH4F2NP", "method": "wB97M-V/def2-TZVPD", "smiles": "C=N.FPF", "de_lowest_ev": 1.360, "total_energy_ha": -636.34999, "charge": 0, "gap_ev": 10.88, "lumo_energy_ev": 0.659, "species": ["C", "N", "H", "H", "H", "F", "P", "F", "H"], "positions_angstrom": [[-1.42, 0.64, 0.75], [-1.89, 0.73, -0.40], [-1.41, -0.34, 1.21], [-1.01, 1.45, 1.36], [-1.89, 1.67, -0.81], [2.94, -1.77, -1.04], [1.87, -1.27, 0.06], [2.05, 0.30, -0.29], [0.78, -1.41, -0.84]], "nbo_charge": [-0.05, -0.59, 0.15, 0.15, 0.34, -0.58, 1.30, -0.58, -0.14]}

=====

(3)
{"formula": "C4H12", "method": "wB97M-V/def2-TZVPD", "smiles": "CC.CC", "de_lowest_ev": 1.828, "total_energy_ha": -159.51779, "charge": 0, "gap_ev": 12.24, "lumo_energy_ev": 1.112, "species": ["C", "C", "H", "H", "H", "H", "H", "H", "C", "C", "H", "H", "H", "H", "H", "H"], "positions_angstrom": [[1.11, 1.94, -1.48], [1.39, 0.42, -1.18], [1.14, 2.15, -2.50], [-0.02, 2.18, -1.51], [1.63, 2.56, -0.90], [0.57, -0.12, -0.91], [2.23, 0.30, -0.43], [1.74, -0.03, -2.22], [-1.37, -1.69, 0.74], [-1.14, -0.73, 1.95], [-1.84, -1.23, -0.23], [-0.35, -2.00, 0.61], [-2.17, -2.32, 0.98], [-0.33, -0.02, 1.78], [-1.87, -0.05, 2.20], [-0.77, -1.09, 2.89]], "nbo_charge": [-0.61, -0.61, 0.21, 0.20, 0.20, 0.20, 0.21, 0.20, -0.62, -0.62, 0.20, 0.22, 0.21, 0.20, 0.20, 0.21]}

=====

(4)
{"formula": "C6H13NO2", "method": "wB97M-V/def2-TZVPD", "smiles": "CC[C@H](C)[C@H](N)C(=O)O", "de_lowest_ev": 1.516, "total_energy_ha": -441.62428, "charge": 0, "gap_ev": 10.02, "lumo_energy_ev": 0.505, "species": ["C", "C", "C", "C", "C", "N", "C", "O", "O", "H", "H", "H", "H", "H", "H", "H", "H", "H", "H", "H", "H", "H"], "positions_angstrom": [[1.50, -1.59, 0.03], [0.66, -0.85, -0.99], [0.04, 0.53, -0.48], [1.14, 1.57, -0.23], [-1.02, 0.55, 0.53], [-0.44, 0.07, 1.84], [-2.22, -0.30, 0.09], [-2.16, -1.55, 0.13], [-3.17, 0.28, -0.65], [1.73, -2.58, -0.22], [2.41, -1.07, 0.17], [1.05, -1.59, 1.02], [-0.15, -1.45, -1.31], [1.19, -0.57, -1.89], [-0.47, 0.78, -1.47], [1.66, 1.20, 0.63], [1.85, 1.65, -1.01], [0.62, 2.52, -0.08], [-1.31, 1.55, 0.67], [0.53, 0.55, 1.88], [-0.30, -0.92, 1.83], [-3.14, 1.22, -0.51]], "nbo_charge": [-0.61, -0.39, -0.19, -0.61, -0.17, -0.82, 0.78, -0.58, -0.65, 0.22, 0.20, 0.19, 0.22, 0.20, 0.20, 0.19, 0.22, 0.21, 0.19, 0.35, 0.37, 0.48]}

=====

(5)
{"formula": "C29H36BCrN10O2S", "method": "wB97M-V/def2-TZVPD", "de_lowest_ev": 1.315, "total_energy_ha": -3291.93190, "spin_multiplicity": 4, "charge": 2, "gap_ev": [7.52, 7.34], "lumo_energy_ev": [-5.679, -5.877], "species": ["Cr", "C", "C", "C", "C", "C", "N", "N", "B", "N", "N", "C", "C", "C", "C", "C", "N", "N", "C", "C", "C", "C", "C", "H", "H", "H", "H", "H", "H", "H", "H", "H", "H", "H", "H", "H", "H", "H", "H", "H", "H", "H", "H", "H", "H", "N", "C", "C", "C", "C", "C", "C", "S", "N", "C", "C", "C", "C", "C", "C", "N", "H", "H", "H", "H", "H", "H", "H", "H", "H", "N", "C", "C", "O", "O", "H", "H", "H", "H", "H"], "positions_angstrom": [[0.16, -0.29, -0.63], [-0.35, 2.55, 1.53], [-1.41, 1.52, 1.50], [-2.54, 1.37, 2.27], [-3.10, 0.13, 2.00], [-4.32, -0.58, 2.60], [-2.31, -0.46, 1.13], [-1.27, 0.37, 0.80], [-2.48, -1.66, 0.17], [-2.55, -1.18, -1.29], [-1.42, -0.63, -1.89], [-1.83, -0.15, -3.08], [-0.88, 0.40, -4.05], [-3.20, -0.39, -3.26], [-3.61, -1.00, -2.08], [-4.97, -1.54, -1.70], [-1.27, -2.61, 0.40], [0.00, -2.23, 0.07], [0.80, -3.09, 0.66], [2.29, -3.18, 0.55], [0.05, -4.11, 1.27], [-1.27, -3.74, 1.15], [-2.44, -4.52, 1.66], [-0.05, 2.80, 2.50], [-0.76, 3.49, 1.07], [0.49, 2.26, 0.92], [-2.89, 2.07, 3.04], [-4.68, -1.42, 1.92], [-4.96, 0.13, 3.00], [-3.83, -1.02, 3.51], [-3.46, -2.26, 0.50], [0.08, 0.62, -3.55], [-1.30, 1.32, -4.55], [-0.66, -0.23, -4.89], [-3.77, -0.26, -4.15], [-5.18, -1.63, -0.59], [-5.05, -2.56, -2.01], [-5.71, -0.98, -2.18], [2.62, -3.48, -0.45], [2.60, -3.99, 1.27], [2.87, -2.24, 0.85], [0.45, -4.93, 1.85], [-2.03, -5.32, 2.26], [-3.08, -4.94, 0.87], [-3.07, -3.86, 2.26], [3.75, 1.10, 0.83], [3.58, 1.69, 2.18], [4.40, 2.70, 2.60], [4.26, 3.27, 3.84], [3.32, 2.75, 4.72], [2.46, 1.70, 4.29], [2.57, 1.27, 2.99], [1.68, -0.18, 2.46], [1.66, 0.09, 0.76], [2.78, 0.38, 0.22], [2.99, -0.13, -1.22], [4.17, -0.03, -1.89], [4.22, -0.63, -3.21], [3.17, -1.26, -3.76], [2.02, -1.32, -2.95], [1.89, -0.81, -1.73], [4.67, 1.13, 0.36], [5.14, 3.19, 1.92], [4.88, 4.16, 4.16], [3.39, 3.11, 5.74], [1.79, 1.23, 4.97], [5.10, 0.44, -1.51], [5.10, -0.57, -3.75], [3.06, -1.72, -4.70], [1.13, -1.87, -3.24], [-1.48, 3.32, -1.48], [-0.09, 3.75, -1.89], [0.75, 2.52, -1.75], [1.85, 2.58, -2.28], [0.22, 1.48, -1.27], [-2.05, 4.05, -1.09], [-1.47, 2.48, -0.88], [-1.97, 3.02, -2.31], [0.32, 4.57, -1.40], [0.04, 4.02, -2.96]], "mulliken_charge": [-1.31, -1.20, 0.31, -1.60, 0.85, -1.43, 0.16, 1.58, -1.50, 0.26, 1.12, 0.43, -0.91, -1.69, 0.87, -1.41, 0.41, 0.94, 0.75, -0.96, -1.46, 0.74, -1.46, 0.51, 0.32, 0.15, 0.53, 0.19, 0.49, 0.33, -0.15, 0.08, 0.32, 0.32, 0.60, 0.18, 0.34, 0.46, 0.22, 0.38, 0.11, 0.44, 0.39, 0.27, 0.32, 0.12, -0.24, -0.44, -0.65, -0.60, -0.79, 1.07, -0.25, 0.22, 0.36, 0.50, -0.81, -1.03, -1.13, -0.53, 1.12, 0.25, 0.34, 0.35, 0.43, 0.48, 0.49, 0.56, 0.57, 0.70, 0.11, -0.90, 0.57, -0.65, 0.36, 0.46, -0.56, 0.42, 0.39, 0.39]}

=====

(6)
{"formula": "C4H4N2O3S2", "method": "wB97M-V/def2-TZVPD", "de_lowest_ev": 3.100, "total_energy_ha": -1286.20476, "charge": 0, "gap_ev": 7.78, "lumo_energy_ev": -1.307, "species": ["C", "C", "C", "C", "N", "N", "O", "O", "O", "S", "S", "H", "H", "H", "H"], "positions_angstrom": [[-1.03, 1.63, -0.85], [0.00, -0.10, 0.06], [0.73, -0.10, -1.08], [-0.77, -0.51, 2.65], [-1.02, 0.82, 0.13], [1.98, -1.14, -1.38], [2.37, -1.82, -0.46], [2.34, -1.11, -2.50], [-0.52, 0.96, -3.27], [0.46, -0.98, 1.46], [0.27, 1.37, -2.13], [-1.81, 2.44, -1.06], [-1.53, -1.36, 2.39], [-1.14, 0.55, 2.38], [-0.31, -0.65, 3.66]], "nbo_charge": [-0.02, -0.04, -0.28, -0.80, -0.44, 0.57, -0.36, -0.34, -0.93, 0.39, 1.25, 0.23, 0.24, 0.27, 0.25]}